No. 1
{
  "formula": "C5H9NO",
  "method": "wB97M-V/def2-TZVPD",
  "symbols": ["C", "C", "C", "C", "O", "C", "N", "H", "H", "H", "H", "H", "H", "H", "H", "H"],
  "positions_angstrom": [[-0.2794, -1.1336, 1.3500], [0.0260, -0.2601, 0.1456], [-0.5595, 1.1717, 0.4567], [1.4659, -0.2102, -0.3340], [1.0244, 0.3660, -1.5725], [-0.2739, -0.0575, -1.3387], [-1.2803, 0.0010, -2.0805], [0.2157, -2.1064, 1.3852], [0.1199, -0.5604, 2.2005], [-1.3421, -1.2762, 1.5517], [-1.6232, 0.9991, 0.6467], [-0.0403, 1.6106, 1.3014], [-0.5313, 1.8865, -0.3711], [1.9015, -1.1748, -0.6006], [2.1918, 0.3602, 0.2437], [-1.0151, 0.3840, -2.9842]],
  "forces_ev_per_a": [[-0.242, -0.166, -0.003], [-0.256, 1.222, 0.080], [0.221, 0.010, 0.600], [0.303, 0.049, 0.283], [-0.125, 0.068, -0.955], [-0.159, -0.950, -0.458], [0.298, -0.373, 0.128], [-0.050, 0.050, -0.386], [-0.112, -0.182, -0.110], [0.025, 0.017, -0.200], [0.184, 0.171, 0.283], [-0.152, 0.116, 0.421], [0.283, -0.249, 0.189], [-0.099, -0.218, 0.487], [-0.043, 0.395, -0.223], [-0.075, 0.039, -0.136]],
  "fmax_ha_per_bohr": 0.0243,
  "e_lumo_ev": 0.907,
  "e_homo_ev": -9.915
}

No. 2
{
  "formula": "C5H9NO",
  "method": "wB97M-V/def2-TZVPD",
  "symbols": ["C", "C", "N", "C", "C", "C", "O", "H", "H", "H", "H", "H", "H", "H", "H", "H"],
  "positions_angstrom": [[1.7327, -0.7218, -0.1415], [0.9253, 0.3794, -0.7911], [-0.0927, 0.0093, -1.7734], [-0.5084, 0.6645, -0.5339], [-1.3835, -0.1668, 0.3699], [-1.2063, 0.0932, 1.8428], [-0.3718, 0.8232, 2.3225], [1.1561, -1.2841, 0.5985], [2.0889, -1.4302, -0.8963], [2.6031, -0.2964, 0.3693], [1.5139, 1.2629, -1.0351], [-0.0968, 0.6563, -2.5571], [-0.7945, 1.7156, -0.5885], [-1.2034, -1.2357, 0.1903], [-2.4454, -0.0118, 0.1266], [-1.9172, -0.4575, 2.4972]],
  "forces_ev_per_a": [[-0.034, -0.059, 0.053], [0.237, 0.088, 0.097], [-0.059, 0.043, -0.290], [-0.138, 0.149, 0.122], [0.101, 0.004, -0.041], [0.236, 0.194, 0.131], [-0.361, -0.286, -0.227], [0.043, 0.056, -0.100], [-0.032, 0.123, 0.078], [-0.184, -0.083, -0.037], [-0.091, -0.091, 0.021], [-0.017, -0.100, 0.116], [0.059, -0.178, 0.005], [-0.010, 0.113, 0.052], [0.153, -0.035, 0.043], [0.095, 0.061, -0.021]],
  "fmax_ha_per_bohr": 0.0100,
  "e_lumo_ev": 1.043,
  "e_homo_ev": -9.665,
  "smiles": "C[C@H]1N[C@H]1CC=O"
}

No. 3
{
  "formula": "C5H9NO",
  "method": "wB97M-V/def2-TZVPD",
  "symbols": ["O", "C", "C", "C", "C", "N", "C", "H", "H", "H", "H", "H", "H", "H", "H", "H"],
  "positions_angstrom": [[-1.5818, -0.1603, 1.4074], [-1.3209, -0.6392, 0.1106], [0.0696, -1.3178, 0.0121], [0.6000, 0.0629, -0.1354], [1.7034, 0.9666, -0.4340], [1.0799, 0.9256, 0.9334], [-0.8665, 0.5102, -0.7767], [-0.9240, 0.5350, 1.5939], [-2.1715, -1.2167, -0.2310], [0.1958, -1.8677, -0.9265], [0.3897, -1.9021, 0.8728], [0.7617, 1.3169, -1.0395], [2.7589, 0.6601, -0.5279], [1.6341, 0.3375, 1.5684], [-1.3511, 1.4858, -0.5680], [-0.9773, 0.3033, -1.8595]],
  "forces_ev_per_a": [[-0.015, 0.006, 0.267], [-0.594, -0.677, -0.123], [-0.187, -0.529, 0.270], [-1.790, 0.095, -0.235], [-1.156, -0.414, -0.295], [-0.308, 0.066, -0.040], [0.406, -0.543, 0.613], [-0.251, -0.225, -0.001], [-0.230, -0.163, 0.174], [-0.113, -0.072, 0.211], [0.000, -0.092, -0.020], [4.036, 2.339, -0.523], [-0.856, 0.505, -0.506], [-0.002, 0.225, -0.486], [0.601, -0.418, 0.177], [0.459, -0.101, 0.516]],
  "fmax_ha_per_bohr": 0.0913,
  "e_lumo_ev": 0.959,
  "e_homo_ev": -9.058,
  "smiles": "O[C@H]1C[C@]2(CN2)C1"
}

No. 4
{
  "formula": "C5H9NO",
  "method": "wB97M-V/def2-TZVPD",
  "symbols": ["C", "C", "C", "C", "N", "C", "H", "H", "H", "H", "H", "H", "H", "O", "H", "H"],
  "positions_angstrom": [[-1.7252, -2.1263, -0.5752], [-0.5449, -1.2246, -0.3899], [0.7826, -1.2593, -0.9156], [1.4345, -0.0571, -0.6612], [0.7485, 0.4717, 0.3795], [-0.4926, -0.2136, 0.5162], [-1.9250, -2.5541, 0.4245], [-1.5367, -2.9735, -1.2268], [-2.5738, -1.5716, -0.9144], [1.1816, -1.9204, -1.6702], [2.3983, 0.1521, -1.1174], [0.9203, 1.2657, 0.9639], [-1.2310, 0.3065, 1.1306], [0.0882, 3.2100, 1.2035], [0.6152, 4.0186, 1.2210], [-0.8292, 3.5315, 1.1847]],
  "forces_ev_per_a": [[0.879, -0.694, 1.173], [1.053, -0.438, 0.760], [-0.259, 0.741, -2.533], [0.094, -2.693, 0.939], [-1.933, 0.045, 0.107], [1.143, 2.306, 0.259], [-0.380, 0.076, -0.486], [0.085, 0.088, -0.263], [-0.616, 0.216, -0.245], [-0.312, -0.247, -0.104], [-0.149, 0.631, 0.812], [0.224, 0.458, -0.381], [0.147, -0.614, -0.127], [-0.389, 0.546, 0.088], [-0.014, -0.143, 0.014], [0.428, -0.278, -0.012]],
  "fmax_ha_per_bohr": 0.0555,
  "e_lumo_ev": 0.523,
  "e_homo_ev": -7.727,
  "smiles": "Cc1cc[nH]c1.O"
}

No. 5
{
  "formula": "C5H9NO",
  "method": "wB97M-V/def2-TZVPD",
  "symbols": ["C", "C", "C", "C", "N", "C", "H", "H", "H", "H", "H", "H", "H", "O", "H", "H"],
  "positions_angstrom": [[-0.6322, 0.6201, 1.8694], [0.0938, 0.5953, 0.5313], [1.1539, -0.1625, 0.0214], [1.3409, 0.0556, -1.3660], [0.4081, 0.9658, -1.6212], [-0.2922, 1.4371, -0.5145], [0.0840, 0.6913, 2.6354], [-1.3578, 1.3999, 1.8319], [-1.1924, -0.2603, 1.9410], [1.5143, -1.0936, 0.5489], [2.3032, -0.2439, -1.9510], [0.3781, 1.3428, -2.6120], [-1.1404, 1.9733, -0.4588], [-0.9009, -2.7176, -0.5364], [-1.0525, -2.8110, 0.3816], [-0.7077, -1.7925, -0.7010]],
  "forces_ev_per_a": [[1.075, 0.051, -2.317], [-0.359, 1.524, -0.823], [0.914, -3.293, 0.567], [1.836, -1.138, 2.880], [-0.727, 3.253, -4.154], [2.993, -3.999, 0.203], [0.516, 0.266, 1.337], [-0.253, 0.888, 0.373], [-0.736, -1.588, 0.488], [0.176, 1.451, -0.539], [-2.571, 0.653, 0.660], [-0.334, -0.193, 2.098], [-2.558, 2.139, -0.778], [0.064, -0.260, -1.567], [-0.202, 0.013, 1.419], [0.165, 0.231, 0.155]],
  "fmax_ha_per_bohr": 0.1036,
  "e_lumo_ev": 0.897,
  "e_homo_ev": -8.348,
  "smiles": "Cc1cc[nH]c1.O"
}

No. 6
{
  "formula": "C5H9NO",
  "method": "wB97M-V/def2-TZVPD",
  "symbols": ["C", "C", "C", "C", "C", "N", "O", "H", "H", "H", "H", "H", "H", "H", "H", "H"],
  "positions_angstrom": [[0.9068, 1.7845, -0.3584], [0.6615, -0.7321, -0.1523], [-0.6911, -1.1636, -0.1230], [0.4793, 2.0263, 0.9800], [-1.0592, -2.5236, -0.4536], [1.1270, 2.3477, -1.4174], [0.1268, -0.9577, 1.0528], [1.6093, -1.2339, -0.4210], [-1.4491, -0.4795, -0.0985], [0.5973, 1.1706, 1.7770], [-0.6502, 2.2392, 1.0861], [0.8671, 2.8852, 1.3208], [-0.2309, -3.0986, -0.3224], [-1.5308, -2.5922, -1.3862], [-1.9271, -2.9967, 0.0624], [1.1633, 3.3244, -1.5462]],
  "forces_ev_per_a": [[-0.652, -3.137, -0.817], [2.507, 3.069, -1.508], [0.316, -0.722, 0.386], [-3.463, -2.978, 2.327], [-3.030, -0.439, 1.003], [0.440, -1.764, -0.274], [-0.048, -0.635, 1.830], [-0.783, 0.135, -0.162], [-1.813, 2.006, -0.524], [0.206, 1.459, -1.857], [1.405, -0.482, -0.771], [1.858, 3.234, 1.562], [2.162, -2.139, -0.097], [0.294, 0.122, -2.177], [0.722, 0.649, 0.881], [-0.122, 1.619, 0.197]],
  "fmax_ha_per_bohr": 0.0997,
  "e_lumo_ev": [0.770, 0.865],
  "e_homo_ev": [-7.235, -7.017]
}

Which formula does entry 4 have? C5H9NO